[1]
Molecular formula: C42H39B2F9N11O5S2Ti
Method: DFT, the ωB97M-V functional and the def2-TZVPD basis

Computed properties:
Total charge   +1
E_HOMO (alpha / beta)   -10.59 / -10.59 eV
2S+1   3
Max |F|   2.814 eV Å⁻¹
Energy above the lowest of the compared OMol25 structures with the same formula, charge and spin   0.000 eV
Orbital gap (alpha / beta)   0.256 / 0.198 hartree

```
111
Properties=species:S:1:pos:R:3:mulliken_charge:R:1
Ti -0.103 0.179 -0.300 -1.63
C 1.227 -1.080 -4.266 -1.70
C 0.977 -0.359 -2.991 -0.06
N -0.061 -0.590 -2.265 1.41
O -0.862 -1.573 -2.719 -0.73
B -2.345 -1.281 -2.592 0.80
F -2.631 -0.173 -3.387 -0.40
F -3.018 -2.413 -2.919 -0.35
O -2.673 -0.943 -1.143 -0.64
N -2.057 0.227 -0.813 2.01
C -2.667 1.335 -1.014 0.51
C -4.069 1.459 -1.470 -2.14
C -1.811 2.498 -0.707 0.17
N -0.621 2.168 -0.356 1.77
O 0.181 3.201 0.021 -0.91
B 1.453 3.240 -0.818 0.80
F 2.206 4.284 -0.391 -0.32
F 1.055 3.308 -2.152 -0.41
O 2.220 1.954 -0.566 -0.67
N 1.594 0.900 -1.181 1.30
C 1.859 0.672 -2.416 1.07
C 2.873 1.388 -3.225 -2.46
C -2.267 3.909 -0.757 -1.62
H 0.349 -0.999 -4.909 0.32
H 1.358 -2.144 -4.059 0.29
H 2.105 -0.702 -4.780 0.49
H -4.482 0.480 -1.678 0.38
H -4.113 2.058 -2.381 0.46
H -4.665 1.956 -0.699 0.45
H 2.359 2.027 -3.945 0.36
H 3.497 0.680 -3.771 0.65
H 3.490 2.017 -2.591 0.35
H -3.205 4.008 -1.297 0.54
H -1.498 4.519 -1.227 0.32
H -2.395 4.290 0.261 0.23
N -1.124 2.854 3.025 -0.12
C -2.059 1.858 3.149 0.72
C -2.746 1.681 4.364 -1.11
C -3.680 0.681 4.460 -0.68
C -3.963 -0.098 3.333 -1.24
C -3.246 0.155 2.188 -1.12
N -2.268 1.076 2.087 0.44
H -1.109 3.576 3.724 0.26
H -0.848 3.134 2.096 0.05
H -2.545 2.344 5.196 0.43
H -4.222 0.524 5.383 0.44
H -4.742 -0.850 3.348 0.67
H -3.476 -0.387 1.273 1.23
F 8.835 -1.764 -0.472 -0.26
C 7.523 -1.756 -0.389 0.69
C 6.908 -1.943 0.845 0.02
F 7.650 -2.147 1.924 -0.27
C 5.538 -1.919 0.928 0.16
F 4.977 -2.091 2.112 -0.22
C 4.726 -1.721 -0.213 0.16
S 3.036 -1.757 -0.112 0.13
C 5.394 -1.537 -1.444 -0.10
F 4.690 -1.346 -2.551 -0.24
C 6.763 -1.558 -1.537 -0.02
F 7.368 -1.397 -2.706 -0.27
S 3.607 0.367 5.398 -0.24
C 2.592 0.401 3.978 1.17
C 2.113 -0.828 3.512 -1.80
C 1.305 -0.871 2.410 -1.13
N 0.915 0.219 1.706 1.33
C 1.386 1.392 2.171 -0.74
C 2.199 1.531 3.276 -1.25
C 3.890 2.091 5.731 0.39
C 3.298 2.670 6.841 -0.20
C 3.573 4.007 7.102 -0.39
N 4.363 4.754 6.335 -0.57
C 4.925 4.182 5.270 -0.33
C 4.729 2.850 4.929 -0.20
H 2.396 -1.752 4.002 0.61
H 0.959 -1.829 2.070 0.72
H 1.122 2.279 1.626 0.57
H 2.517 2.523 3.561 0.62
H 2.644 2.097 7.486 0.42
H 3.138 4.500 7.965 0.37
H 5.568 4.815 4.668 0.37
H 5.221 2.418 4.066 0.46
C 1.837 -7.986 3.304 -1.46
C 0.494 -7.348 3.050 0.71
C 0.232 -6.033 3.408 -0.99
C -1.021 -5.460 3.227 0.02
C -2.049 -6.204 2.664 0.34
N -3.370 -5.712 2.491 0.00
C -3.854 -4.433 2.590 0.18
O -4.974 -4.185 2.983 -0.67
N -2.999 -3.398 2.218 0.32
C -2.039 -3.357 1.205 0.20
C -1.811 -4.360 0.266 -0.34
C -0.768 -4.206 -0.627 -2.03
C -0.025 -3.042 -0.625 -0.35
N -0.304 -2.025 0.200 1.71
C -1.266 -2.220 1.114 -1.34
C -1.797 -7.519 2.288 -0.55
C -0.546 -8.079 2.481 -0.71
H 2.557 -7.260 3.678 0.34
H 2.238 -8.437 2.394 0.36
H 1.745 -8.783 4.045 0.34
H 1.019 -5.442 3.864 0.34
H -1.200 -4.447 3.563 0.51
H -4.105 -6.398 2.559 0.28
H -3.346 -2.504 2.533 -0.05
H -2.441 -5.238 0.229 0.80
H -0.547 -4.979 -1.350 0.55
H 0.811 -2.920 -1.295 0.35
H -1.418 -1.417 1.826 0.76
H -2.593 -8.109 1.845 0.42
H -0.374 -9.109 2.189 0.40
```

---

[2]
Molecular formula: C33H33IrN4O2S4
Method: DFT, the ωB97M-V functional and the def2-TZVPD basis

Computed properties:
Total charge   +2
E_HOMO   -12.71 eV
Max |F|   1.660 eV Å⁻¹
Energy above the lowest of the compared OMol25 structures with the same formula, charge and spin   0.578 eV
Orbital gap   0.270 hartree

```
77
Properties=species:S:1:pos:R:3:mulliken_charge:R:1
Ir -0.339 -0.477 -0.662 1.48
C -1.329 -2.273 -2.752 -1.37
N -1.575 -0.875 -2.275 -0.23
C -2.983 -0.639 -1.841 -1.47
C -3.172 -0.886 -0.355 0.73
C -4.422 -0.954 0.233 -0.86
C -4.506 -1.153 1.604 -0.52
C -3.343 -1.313 2.347 -0.93
C -2.127 -1.235 1.698 -0.21
N -2.056 -1.012 0.378 0.35
C -1.138 0.102 -3.322 -1.56
C 0.370 0.070 -3.395 0.91
C 1.092 0.343 -4.536 -0.90
C 2.479 0.255 -4.491 -0.52
C 3.096 -0.128 -3.313 -0.98
C 2.316 -0.362 -2.196 0.14
N 0.983 -0.249 -2.233 0.12
C -0.644 -3.117 -1.713 1.21
C -0.604 -4.498 -1.766 -1.08
C 0.137 -5.187 -0.821 -0.47
C 0.806 -4.477 0.166 -1.17
C 0.705 -3.102 0.182 -0.35
N 0.006 -2.441 -0.754 1.07
H -0.672 -2.221 -3.622 0.49
H -2.255 -2.740 -3.091 0.55
H -3.669 -1.256 -2.425 0.61
H -3.228 0.403 -2.045 0.43
H -5.313 -0.856 -0.373 0.55
H -5.473 -1.181 2.089 0.46
H -3.376 -1.494 3.411 0.51
H -1.177 -1.335 2.208 0.56
H -1.438 1.090 -2.983 0.39
H -1.609 -0.103 -4.286 0.69
H 0.577 0.613 -5.448 0.57
H 3.066 0.472 -5.373 0.46
H 4.169 -0.241 -3.249 0.55
H 2.747 -0.634 -1.243 0.13
H -1.140 -5.021 -2.547 0.56
H 0.188 -6.267 -0.852 0.46
H 1.394 -4.979 0.921 0.57
H 1.154 -2.483 0.944 0.59
C -3.078 2.650 0.411 -0.94
S -1.301 2.558 0.323 0.74
C -0.994 4.096 -0.511 -1.14
O -1.027 1.531 -0.819 -1.61
H -3.333 3.410 1.149 0.50
H -3.440 1.683 0.755 0.17
H -3.501 2.902 -0.562 0.41
H -1.308 4.906 0.148 0.47
H -1.544 4.118 -1.450 0.43
H 0.079 4.161 -0.682 0.31
O 0.643 -0.191 1.072 0.57
C 1.508 0.659 1.803 3.67
C 2.299 -0.241 2.751 -1.43
C 3.031 -1.336 2.387 -0.38
C 3.696 -1.956 3.476 -0.85
C 3.460 -1.310 4.650 -0.61
S 2.441 0.040 4.437 -0.05
C 0.680 1.658 2.600 -0.79
C -0.271 1.369 3.536 -0.07
C -0.900 2.525 4.068 -1.13
C -0.396 3.676 3.535 -0.50
S 0.842 3.356 2.403 -0.03
C 2.483 1.455 0.943 -0.69
C 2.169 2.218 -0.146 0.24
C 3.276 2.952 -0.651 -1.44
C 4.407 2.730 0.075 -0.74
S 4.134 1.642 1.361 -0.12
H 3.124 -1.657 1.361 0.47
H 4.331 -2.826 3.390 0.45
H 3.841 -1.549 5.630 0.48
H -0.517 0.358 3.831 0.71
H -1.660 2.507 4.837 0.49
H -0.655 4.692 3.789 0.54
H 1.168 2.272 -0.554 0.36
H 3.232 3.625 -1.496 0.52
H 5.385 3.159 -0.071 0.51
```

---

[3]
Molecular formula: C21H15CrNO5
Method: DFT, the ωB97M-V functional and the def2-TZVPD basis

Computed properties:
Total charge   +1
E_HOMO (alpha / beta)   -9.28 / -11.48 eV
2S+1   4
Max |F|   4.336 eV Å⁻¹
Orbital gap (alpha / beta)   0.224 / 0.213 hartree

```
43
Properties=species:S:1:pos:R:3:mulliken_charge:R:1
C 0.988 2.141 0.200 -0.48
C 1.049 1.609 1.618 -0.34
O -0.235 0.991 1.866 -0.34
C -0.967 1.016 0.687 0.47
O -2.138 0.622 0.640 -0.53
N -0.202 1.508 -0.352 -0.01
H 0.915 3.247 0.261 0.28
H 1.857 1.874 -0.414 0.33
H 1.827 0.838 1.726 0.26
H 1.180 2.386 2.385 0.29
O -0.351 2.767 -9.767 -0.27
C -0.151 3.297 -8.753 0.40
Cr -0.106 4.228 -7.110 -0.16
C -1.625 3.128 -6.667 0.44
O -2.557 2.450 -6.534 -0.27
C -1.388 5.371 -7.903 0.43
O -2.235 5.901 -8.491 -0.28
C 1.745 5.385 -7.208 -0.54
C 2.016 4.014 -7.073 -0.62
C 1.429 3.283 -6.026 -0.13
C 0.595 3.888 -5.053 1.30
C -0.009 3.035 -4.015 -0.84
C -0.353 2.223 -3.104 -0.68
C -1.031 1.407 -2.190 0.18
C -1.435 0.061 -2.615 0.68
C -2.331 -0.750 -1.857 -0.31
C -2.682 -2.045 -2.253 -0.81
C -2.146 -2.589 -3.437 -0.30
C -1.332 -1.786 -4.249 -0.76
C -1.009 -0.498 -3.842 -0.08
C 0.255 5.248 -5.280 -0.51
C 0.843 5.995 -6.322 -0.50
H 2.202 5.964 -8.032 0.44
H 2.677 3.519 -7.786 0.56
H 1.584 2.199 -5.986 0.55
H -1.646 1.879 -1.364 0.13
H -2.780 -0.342 -0.959 0.53
H -3.334 -2.657 -1.615 0.38
H -2.356 -3.625 -3.706 0.38
H -0.933 -2.199 -5.176 0.38
H -0.462 0.137 -4.529 0.26
H -0.494 5.729 -4.649 0.52
H 0.605 7.050 -6.455 0.57
```

---

[4]
Molecular formula: C5H20BrCdN10O5
Method: DFT, the ωB97M-V functional and the def2-TZVPD basis

Computed properties:
Total charge   +1
E_HOMO   -10.41 eV
Max |F|   2.116 eV Å⁻¹
Energy above the lowest of the compared OMol25 structures with the same formula, charge and spin   0.000 eV
Orbital gap   0.306 hartree

```
42
Properties=species:S:1:pos:R:3:mulliken_charge:R:1
Cd -0.617 0.284 0.240 2.17
Br -2.771 1.111 1.457 -0.73
C 1.103 3.224 0.323 0.56
O 0.327 2.278 0.406 -0.67
N 1.818 3.464 -0.821 -0.40
N 1.250 4.118 1.326 -0.44
H 2.511 4.188 -0.800 0.18
H 1.693 2.821 -1.577 0.20
H 1.963 4.823 1.361 0.16
H 0.655 4.047 2.133 0.23
C 1.604 -1.354 -1.344 0.60
O 1.167 -0.338 -0.784 -0.72
N 1.958 -1.323 -2.663 -0.43
N 1.736 -2.520 -0.683 -0.37
H 2.323 -2.110 -3.170 0.17
H 2.223 -0.419 -3.010 0.26
H 2.130 -3.354 -1.074 0.19
H 1.355 -2.515 0.250 0.21
C 0.950 -0.020 3.154 0.42
O 0.430 -0.211 2.052 -0.44
N 0.277 -0.188 4.323 -0.39
N 2.241 0.406 3.278 -0.41
H 0.670 0.146 5.185 0.16
H -0.618 -0.640 4.331 0.22
H 2.798 0.608 2.469 0.22
H 2.708 0.398 4.167 0.17
C -1.776 -2.559 0.638 0.57
O -1.352 -1.710 -0.151 -0.66
N -1.258 -3.830 0.677 -0.46
N -2.757 -2.266 1.513 -0.21
H -1.752 -4.536 1.203 0.19
H -0.913 -4.214 -0.189 0.28
H -3.053 -1.306 1.665 0.04
H -3.186 -3.014 2.028 0.19
C -1.872 0.832 -2.994 0.59
O -1.637 0.825 -1.794 -0.60
N -3.151 0.795 -3.456 -0.44
N -0.886 0.836 -3.946 -0.39
H -3.386 0.745 -4.429 0.16
H -3.862 0.859 -2.750 0.25
H 0.060 0.856 -3.624 0.17
H -1.106 0.763 -4.921 0.17
```

---

[5]
Molecular formula: CH6BNO
Method: DFT, the ωB97M-V functional and the def2-TZVPD basis

Computed properties:
Total charge   0
E_HOMO   -7.81 eV
Max |F|   4.844 eV Å⁻¹
Energy above the lowest of the compared OMol25 structures with the same formula, charge and spin   2.948 eV
Orbital gap   0.299 hartree

```
10
Properties=species:S:1:pos:R:3:mulliken_charge:R:1
B 0.752 0.169 -0.061 0.31
C -1.705 0.475 0.050 -0.94
N 0.924 -1.202 0.278 -0.38
O 1.593 1.192 -0.054 -0.45
H -1.848 0.737 -1.099 0.20
H -1.978 1.387 0.576 0.25
H -1.981 -0.496 0.427 0.25
H 0.133 -1.834 0.352 0.23
H 1.700 -1.786 -0.036 0.22
H 2.410 1.357 -0.432 0.31
```

---

[6]
Molecular formula: C4H8O2
Method: DFT, the ωB97M-V functional and the def2-TZVPD basis

Computed properties:
Total charge   0
E_HOMO   -10.07 eV
Max |F|   0.333 eV Å⁻¹
SMILES   C=C1C[C@H]1O.O
Energy above the lowest of the compared OMol25 structures with the same formula, charge and spin   2.856 eV
Orbital gap   0.397 hartree

```
14
Properties=species:S:1:pos:R:3:mulliken_charge:R:1
C 0.884 0.789 -1.382 -0.63
C -0.075 0.456 -0.536 -0.10
C -1.081 0.884 0.450 -0.52
C -0.899 -0.588 0.075 0.05
O -1.840 -1.224 -0.735 -0.51
H 1.378 0.041 -1.998 0.27
H 1.189 1.826 -1.507 0.26
H -1.965 1.383 0.057 0.26
H -0.762 1.200 1.441 0.22
H -0.407 -1.205 0.829 0.40
H -2.598 -1.444 -0.178 0.32
O 1.984 -0.639 1.546 -0.66
H 2.378 -1.423 1.147 0.32
H 1.814 -0.057 0.791 0.31
```